This record from the OMol25 dataset describes a structure of composition C29H28N9OS2Tc. The level of theory is ωB97M-V with the def2-TZVPD basis set.

Calculated values
**LUMO (spin up / spin down)**: -11.1629 / -10.4632 eV
**<S²>**: 1.01
**Spin multiplicity**: 2
**Total charge**: +3
**Frontier orbital gap (spin up / spin down)**: 4.774 / 5.573 eV
**DFT total energy**: -2566.250077 Ha

The geometry in XYZ format:
```
70
Properties=species:S:1:pos:R:3:nbo_charge:R:1
Tc -0.6934 -0.1804 1.0066 0.8563
N -2.2787 3.3858 -0.9756 -0.7113
C -1.5870 2.4145 -0.4117 0.3032
S -2.3495 0.8605 -0.1370 0.2614
N -0.3289 2.6446 -0.0687 -0.2987
N 0.2500 1.6262 0.5531 -0.2612
C 1.5340 1.7754 0.9055 0.3000
C 2.3455 2.9412 0.6059 -0.0940
C 1.8691 4.2473 0.8016 -0.1424
C 2.6923 5.3248 0.5434 -0.2023
C 3.9770 5.1219 0.0498 -0.1165
C 4.4551 3.8329 -0.1635 -0.1918
C 3.6565 2.7477 0.1347 -0.1961
C 2.0819 0.6235 1.6255 0.1276
C 3.3209 0.6279 2.2544 -0.1743
C 3.7447 -0.5061 2.9314 -0.1089
C 2.9209 -1.6204 2.9716 -0.1910
C 1.6864 -1.5569 2.3499 0.0654
N 1.2695 -0.4613 1.7040 -0.4416
H -3.1925 3.2190 -1.3648 0.4298
H -1.7834 4.2118 -1.2804 0.4399
H 0.8720 4.4119 1.1820 0.2288
H 2.3349 6.3291 0.7229 0.2480
H 4.6099 5.9723 -0.1653 0.2497
H 5.4506 3.6805 -0.5566 0.2469
H 4.0313 1.7459 -0.0370 0.2181
H 3.9353 1.5157 2.2247 0.2713
H 4.7069 -0.5150 3.4257 0.2666
H 3.2160 -2.5251 3.4842 0.2683
H 1.0019 -2.3962 2.3713 0.2251
N 0.6576 -2.6220 -2.2798 -0.4721
C 0.5781 -1.6797 -1.3708 0.3823
N -0.3309 -1.6648 -0.4098 -0.5462
C -1.2624 -2.7208 -0.3310 0.4204
N -2.0925 -2.7804 0.6631 -0.3060
N -1.8915 -1.7370 1.5259 -0.2571
C -2.5282 -1.6790 2.6447 0.1651
C -2.1995 -0.5498 3.5029 0.1125
C -2.7556 -0.3767 4.7539 -0.1610
C -2.3530 0.7117 5.5240 -0.0896
C -1.4053 1.5811 5.0159 -0.2046
C -0.8887 1.3509 3.7483 0.1027
N -1.2735 0.3167 2.9984 -0.4325
C -1.2478 -3.7393 -1.3579 -0.0898
C -2.1756 -4.7868 -1.3874 -0.1457
C -2.0978 -5.7378 -2.3813 -0.1713
C -1.0971 -5.6657 -3.3545 -0.1182
C -0.1701 -4.6412 -3.3422 -0.2178
C -0.2573 -3.6838 -2.3416 0.1416
H 1.3862 -2.5649 -2.9797 0.4495
H 1.2988 -0.8737 -1.4155 0.2318
H -3.2478 -2.4417 2.9239 0.2568
H -3.4894 -1.0805 5.1230 0.2647
H -2.7776 0.8707 6.5063 0.2687
H -1.0680 2.4390 5.5801 0.2684
H -0.1577 2.0196 3.3134 0.2218
H -2.9420 -4.8366 -0.6271 0.2569
H -2.8124 -6.5486 -2.4081 0.2575
H -1.0437 -6.4218 -4.1261 0.2573
H 0.6094 -4.5877 -4.0921 0.2429
C -0.2159 0.4527 -5.1717 -0.8264
S -1.1746 0.4269 -3.6571 1.2044
C -2.7854 0.1799 -4.4030 -0.8216
O -1.1609 1.7977 -3.0717 -1.0125
H -0.6228 1.2032 -5.8482 0.2599
H -0.2490 -0.5342 -5.6332 0.2412
H 0.8080 0.7144 -4.9105 0.2452
H -2.8215 -0.8075 -4.8629 0.2464
H -2.9679 0.9583 -5.1426 0.2562
H -3.5242 0.2403 -3.6058 0.2417
```

=====

This record from the OMol25 dataset describes a cluster of 7 separate species, C48H120F6N6O6P in total. The level of theory is ωB97M-V with the def2-TZVPD basis set.

Calculated values
**LUMO**: -8.4940 eV
**Total charge**: +5
**Frontier orbital gap**: 9.084 eV
**DFT total energy**: -3619.506361 Ha

The geometry in XYZ format:
```
187
Properties=species:S:1:pos:R:3:mulliken_charge:R:1
C -2.7665 -5.6332 1.7195 -1.4113
C -2.8085 -4.4144 0.8309 0.0353
N -3.6565 -4.4310 -0.4132 0.2293
C -5.1923 -4.4288 -0.0221 -0.8949
C -3.3805 -3.0176 -1.0895 0.1544
C -4.2978 -2.7531 -2.4044 -0.7595
C -3.3092 -5.7316 -1.2123 -0.7239
C -1.9775 -5.7369 -1.8799 -0.8295
O -1.9722 -4.8053 -2.9543 0.0226
C -2.3857 -5.3013 -4.2291 -0.9575
H -1.9802 -5.3907 2.4344 0.4653
H -2.4380 -6.5049 1.1535 0.3295
H -3.7214 -5.9143 2.1637 0.3019
H -1.8018 -4.1612 0.4985 -0.1105
H -3.0818 -3.4918 1.3429 0.5445
H -5.3461 -3.4248 0.3734 0.3369
H -5.4658 -5.1980 0.7001 0.3484
H -5.7558 -4.4826 -0.9537 0.4227
H -2.3554 -3.1144 -1.4472 -0.4379
H -3.3766 -2.1790 -0.3932 0.7850
H -3.9977 -3.5670 -3.0644 0.1829
H -4.0664 -1.7843 -2.8471 -0.1313
H -5.3818 -2.8543 -2.4569 0.3552
H -4.1555 -5.6755 -1.8969 0.5500
H -3.5140 -6.6570 -0.6740 0.4589
H -1.6489 -6.7320 -2.1795 0.5837
H -1.2345 -5.4919 -1.1210 0.2033
H -1.6965 -6.0972 -4.5113 0.3242
H -2.4257 -4.5267 -4.9949 0.1900
H -3.4102 -5.6628 -4.1398 0.4810
C -4.5602 9.3888 1.2285 -1.1672
C -3.0265 9.2297 1.3845 -0.3162
N -2.5784 8.0194 2.3422 -0.1624
C -0.9872 8.0459 2.3907 -1.0992
C -2.9852 8.2599 3.7832 -0.6279
C -2.6065 9.6128 4.4284 -1.2400
C -3.2010 6.7571 1.6727 -0.8911
C -2.6254 5.4554 2.2685 -0.5900
O -1.9292 4.5704 1.3378 -0.1958
C -1.2858 3.3890 1.8680 -0.5577
H -5.0838 9.3359 2.1830 0.3135
H -4.8634 8.5627 0.5852 0.3168
H -4.8822 10.3756 0.8961 0.3846
H -2.4955 10.1406 1.6608 0.5252
H -2.5995 8.8951 0.4390 0.4530
H -0.7981 7.8509 1.3351 0.4804
H -0.5425 7.2545 2.9939 0.3351
H -0.5424 9.0006 2.6714 0.5152
H -2.7581 7.3632 4.3599 0.5825
H -4.0728 8.2853 3.7154 0.5098
H -2.1885 9.2425 5.3645 0.3689
H -3.4842 10.2138 4.6661 0.3358
H -1.8297 10.2379 3.9881 0.3936
H -2.7458 6.7822 0.6826 0.4420
H -4.2871 6.7766 1.7618 0.5271
H -3.5114 4.8840 2.5451 0.4398
H -2.0215 5.7491 3.1271 0.2399
H -0.4395 3.6368 2.5087 0.0049
H -0.8129 2.7317 1.1383 0.1487
H -2.0084 2.7831 2.4146 0.4906
C 1.1004 2.6044 5.5528 -1.4336
C 1.7044 2.1274 4.2286 -0.3785
N 3.3099 2.3483 4.1765 0.1978
C 3.9335 1.5740 5.3323 -1.0652
C 3.9801 1.8787 2.8278 -0.4140
C 3.5753 0.4816 2.1501 -1.2937
C 3.7396 3.8023 4.4336 -0.9554
C 2.9075 4.9088 3.7600 -0.4439
O 2.7364 4.6859 2.3652 -0.2910
C 1.6346 5.5033 1.9357 -0.5133
H 0.6680 1.8169 6.1700 0.4158
H 0.2489 3.2824 5.4940 0.2500
H 1.8074 3.1286 6.1958 0.3940
H 1.3457 2.6961 3.3707 0.3851
H 1.5071 1.1030 3.9129 0.5776
H 3.7816 0.4957 5.2859 0.3529
H 3.3853 1.7646 6.2550 0.4819
H 4.9727 1.7956 5.5752 0.4100
H 5.0421 2.0145 3.0324 0.5454
H 3.8027 2.6720 2.1017 0.3575
H 2.6359 -0.0684 2.2056 0.1512
H 4.1964 -0.3428 2.5003 0.3128
H 3.8097 0.4559 1.0859 0.5113
H 4.7552 3.9106 4.0530 0.4205
H 3.7392 3.9788 5.5092 0.5501
H 3.3818 5.7937 4.1846 0.4844
H 1.9877 4.6756 4.2964 0.2647
H 0.6947 5.4477 2.4848 -0.0684
H 1.4288 5.0403 0.9706 0.3140
H 1.8696 6.5534 1.7618 0.4364
C -0.1008 -0.0283 -5.2853 -1.2236
C -0.1717 -1.1895 -4.2003 0.0375
N 1.2503 -1.7766 -4.0097 0.5808
C 2.0457 -0.7101 -3.3279 -0.9383
C 0.8744 -2.9679 -3.0161 0.5975
C 2.0542 -3.6819 -2.4581 -1.5071
C 1.9733 -2.1999 -5.2969 -0.8406
C 1.1603 -3.0989 -6.2419 -0.8272
O 1.0899 -4.3275 -5.5346 -0.1712
C 0.4432 -5.3538 -6.2331 -0.7865
H 0.6364 0.7449 -5.0686 0.3725
H -1.1210 0.3462 -5.3690 0.0632
H 0.1845 -0.3686 -6.2807 0.3565
H -0.8284 -1.9380 -4.6437 0.1128
H -0.6697 -0.7588 -3.3316 0.2004
H 2.1524 0.0635 -4.0883 0.5387
H 3.0440 -0.9798 -2.9833 0.3995
H 1.6013 -0.2930 -2.4242 0.1309
H 0.1071 -3.6088 -3.4502 -0.2767
H 0.2494 -2.6720 -2.1735 0.0204
H 1.5726 -4.4840 -1.8988 0.4313
H 2.6490 -2.8806 -2.0197 0.2327
H 2.7450 -4.0315 -3.2254 0.3310
H 2.9516 -2.5936 -5.0212 0.5866
H 2.3294 -1.2279 -5.6382 0.5612
H 1.7386 -3.2319 -7.1562 0.5620
H 0.1643 -2.7304 -6.4874 0.3855
H 1.0071 -5.6270 -7.1250 0.3084
H -0.5622 -5.0272 -6.4989 0.3493
H 0.4781 -6.1388 -5.4777 0.2101
C 7.1718 -5.5497 0.2966 -1.0717
C 7.1447 -4.5075 1.3985 -0.1861
N 6.0289 -4.8376 2.5075 0.4553
C 6.7506 -4.6349 3.8701 -1.2802
C 4.8610 -3.8359 2.4374 -0.9047
C 4.0759 -3.9782 1.1631 -0.7390
C 5.3648 -6.1811 2.6499 -0.9629
C 6.3381 -7.3875 2.9925 -0.5260
O 5.7342 -8.3495 3.8736 -0.4106
C 4.6499 -9.1053 3.4489 -0.7495
H 7.3561 -6.5495 0.6897 0.2295
H 7.9009 -5.3199 -0.4804 0.4413
H 6.2351 -5.6312 -0.2547 0.2585
H 6.8742 -3.5477 0.9583 0.2840
H 8.1186 -4.3535 1.8631 0.4175
H 6.1707 -4.8356 4.7710 0.4068
H 7.1179 -3.6110 3.9391 0.4228
H 7.5901 -5.3244 3.9588 0.4789
H 5.4289 -2.9064 2.4764 0.6262
H 4.2279 -4.0124 3.3070 0.3370
H 3.4518 -4.8659 1.2664 0.3472
H 4.6461 -4.0240 0.2353 0.2671
H 3.3024 -3.2104 1.1444 0.1604
H 5.0048 -6.3582 1.6364 0.5270
H 4.6067 -6.1232 3.4309 0.5883
H 7.1195 -7.1986 3.7286 0.1525
H 6.5878 -8.0579 2.1701 0.4854
H 4.7510 -9.6545 2.5128 0.3224
H 3.6749 -8.6180 3.4501 0.2650
H 4.5420 -9.9164 4.1690 0.3094
C -3.5576 0.7788 -1.1784 -0.9182
C -3.6176 2.3243 -1.5370 -0.4716
N -4.5652 2.6568 -2.7624 0.1688
C -5.9552 2.1427 -2.4454 -1.0264
C -4.4842 4.2740 -2.7280 -0.1874
C -5.1874 4.9941 -3.9685 -1.1878
C -4.1936 1.9836 -4.1018 -0.1094
C -2.7934 2.4633 -4.6520 -1.0217
O -1.6598 2.1968 -3.7675 0.0913
C -0.6109 3.0929 -3.7273 -1.1071
H -2.8633 0.1160 -1.6949 -0.1732
H -4.5843 0.4518 -1.0138 0.5082
H -3.2437 0.6075 -0.1487 0.6069
H -2.6190 2.6625 -1.8134 0.0339
H -3.9285 2.9675 -0.7137 0.5479
H -5.9531 1.0529 -2.4249 0.4063
H -6.6999 2.6143 -3.0865 0.4018
H -6.3654 2.4404 -1.4804 0.3676
H -3.4319 4.5488 -2.8003 0.2077
H -4.8366 4.6122 -1.7536 0.5132
H -4.6718 4.9313 -4.9268 0.2952
H -5.3606 6.0583 -3.8086 0.4257
H -6.0945 4.4563 -4.2442 0.2612
H -4.8996 1.9785 -4.9323 0.5595
H -4.0090 0.9161 -3.9816 -0.1852
H -2.8828 3.4583 -5.0880 0.4010
H -2.5711 1.9411 -5.5825 0.6515
H -0.9896 3.9678 -3.1988 0.4199
H -0.1197 3.3991 -4.6509 0.3686
H 0.1871 2.8292 -3.0332 0.2468
P 0.2193 -1.0333 0.8857 1.6067
F 1.7502 -1.1266 0.3014 -0.2608
F -0.1319 -2.5447 0.3359 -0.5310
F 0.6206 -1.8583 2.2920 -0.4706
F -1.3062 -0.9809 1.4576 -0.4035
F 0.4655 0.4518 1.5576 -0.2863
F -0.2598 -0.3632 -0.5117 -0.4642
```

=====

Results for ΔE to the lowest compared entry with this formula, charge and spin: 0.0, 212.1 (in kcal per mole, following the order of the records).